Record 1
An isolated ion of composition C28H47F7IN2O5S and charge +1. Source: the OMol25 dataset; level of theory: the ωB97M-V functional and the def2-TZVPD basis.

Calculated values
**Charge**: +1
**Frontier orbital gap**: 8.53 eV

XYZ file:
```
91
Properties=species:S:1:pos:R:3:lowdin_charge:R:1
C 3.5002 -3.6341 -3.1337 -0.1012
C 4.8688 -2.9189 -3.1746 -0.2390
C 5.0551 -1.9931 -4.3962 -0.2016
C 4.8588 -0.4886 -4.0918 -0.1832
C 3.5688 0.1335 -4.6772 -0.1935
C 2.7080 0.8383 -3.6184 -0.1963
C 1.7573 -0.1258 -2.8650 -0.1836
C 2.1597 -0.3237 -1.4046 -0.2037
C 1.2301 -1.2513 -0.6263 -0.1787
C -0.1980 -0.7256 -0.4482 -0.1387
C -0.4212 0.6775 0.1111 -0.1754
C -1.7798 1.1957 -0.4153 -0.2526
C -2.9431 0.1926 -0.3010 -0.0964
C -3.3893 -0.5088 -1.5984 -0.1340
C -3.2500 -2.0174 -1.5829 -0.1942
O -3.9261 -2.4841 -0.4129 -0.0393
C -4.1985 -3.8357 -0.3923 -0.5133
C -3.0120 -4.7421 -0.2904 0.0239
O -5.3340 -4.2105 -0.3914 0.1585
O -2.2112 2.3634 0.2595 -0.0972
C -1.1881 3.0901 0.8899 -0.3060
C -1.7078 4.4626 1.2876 -0.2006
C -2.3424 5.2512 0.1191 -0.7527
C -1.6860 5.0590 -1.2409 -0.1587
I -4.4488 4.8662 0.0106 0.8808
C -0.7059 2.2626 2.0932 -0.1809
C -1.6164 2.2614 3.3356 -0.0741
C -1.0646 3.0067 4.5456 -0.4079
C -1.2412 2.3304 5.8792 -0.0287
N -0.4641 4.1260 4.5014 0.1756
N -0.4799 0.8163 1.6320 -0.0130
S 0.9527 0.2553 2.5623 0.8492
O 2.0749 0.4437 1.7101 -0.1712
O 0.8982 0.8917 3.8360 -0.1934
C 0.6258 -1.5747 2.9190 -0.4466
F -0.2895 -2.0619 2.0760 0.1411
F 1.8000 -2.1401 2.7224 0.1764
C 0.1303 -1.7922 4.3774 -0.3879
F 1.1271 -1.5784 5.2185 0.2019
F -0.8759 -0.9337 4.6112 0.1485
C -0.4210 -3.2460 4.5822 -0.5896
F 0.3207 -4.1155 3.9190 0.2091
F -0.3863 -3.5248 5.8592 0.2317
F -1.6639 -3.3172 4.1484 0.2050
H 2.7910 -3.1671 -3.8172 0.0560
H 3.6013 -4.6838 -3.4067 0.0700
H 3.0798 -3.6121 -2.1257 0.0533
H 5.6611 -3.6653 -3.1619 0.0993
H 4.9706 -2.3167 -2.2702 0.0848
H 4.3545 -2.2931 -5.1781 0.0988
H 6.0481 -2.1574 -4.8156 0.1023
H 4.8812 -0.3483 -3.0112 0.0890
H 5.7131 0.0425 -4.5108 0.1059
H 3.8561 0.8758 -5.4229 0.1064
H 2.9678 -0.6301 -5.1707 0.1000
H 3.3891 1.2875 -2.8885 0.1049
H 2.1548 1.6748 -4.0476 0.1043
H 1.7409 -1.0835 -3.3853 0.1017
H 0.7556 0.3155 -2.9060 0.1003
H 3.1568 -0.7725 -1.3839 0.1114
H 2.2739 0.6558 -0.9361 0.1010
H 1.1395 -2.1766 -1.2028 0.1203
H 1.7060 -1.5382 0.3072 0.0830
H -0.6174 -0.6703 -1.4562 0.1165
H -0.8168 -1.4606 0.0633 0.1030
H 0.3950 1.3096 -0.2307 0.1466
H -1.5995 1.4108 -1.4752 0.1612
H -2.7601 -0.5498 0.4826 0.1120
H -3.7812 0.7849 0.0631 0.1315
H -2.8664 -0.1101 -2.4702 0.1226
H -4.4468 -0.2903 -1.7472 0.1279
H -3.7269 -2.4253 -2.4779 0.1430
H -2.2031 -2.3343 -1.5858 0.1035
H -2.5928 -4.6917 0.7158 0.0909
H -2.2323 -4.4899 -1.0082 0.0789
H -3.3426 -5.7612 -0.4706 0.0961
H -0.3397 3.2643 0.2186 0.1519
H -0.8509 5.0586 1.6158 0.1289
H -2.4364 4.4078 2.0910 0.0870
H -2.2743 6.3013 0.3903 0.0738
H -1.9692 5.8774 -1.9010 0.0815
H -0.5983 5.0446 -1.1537 0.0840
H -2.0349 4.1423 -1.7162 0.0610
H 0.2613 2.6848 2.3805 0.1511
H -2.6166 2.6072 3.0680 0.1398
H -1.7571 1.2273 3.6619 0.0998
H -2.0473 1.6010 5.8780 0.0797
H -0.2988 1.8395 6.1296 0.0867
H -1.4073 3.0958 6.6335 0.0890
H -0.3914 4.4920 3.5543 0.0312
H -1.2809 0.2473 1.9354 0.1595
```


Record 2
C6H8CdLiO6 as an isolated structure. Source: the OMol25 dataset; level of theory: the ωB97M-V functional and the def2-TZVPD basis.

Calculated values
**Relative energy (zero: lowest compared OMol25 entry of this formula, charge and spin)**: 89.2 kcal/mol
**Charge**: +1
**Frontier orbital gap**: 3.75 eV

XYZ file:
```
22
Properties=species:S:1:pos:R:3:lowdin_charge:R:1
O -1.5019 -1.1211 2.6565 0.1281
C -1.5461 -0.7850 1.4017 -0.6102
C -0.7024 -0.1845 3.4157 -0.0553
O -2.1012 -1.4768 0.5530 -0.0389
O -0.8142 0.2620 1.1248 -0.0042
C 0.2298 0.4197 2.3613 0.0450
H -0.1610 -0.7529 4.1761 0.1552
H -1.3706 0.5689 3.8449 0.1470
H 1.1281 -0.2018 2.2878 0.1409
H 0.4144 1.4706 2.6027 0.1449
O 1.5889 0.8332 -1.6492 -0.2477
C 2.2540 0.4077 -0.4580 -0.2633
C 1.3404 -0.1264 -2.6660 -0.2149
O 1.8448 1.1190 0.4784 -0.1834
O -0.9479 0.0949 -1.9569 -0.5484
C -0.1176 0.0296 -3.0805 -0.3116
H 1.5249 -1.1337 -2.2621 0.1172
H 2.0063 0.0399 -3.5263 0.1361
H -0.3859 -0.8034 -3.7533 0.1192
H -0.2294 0.9711 -3.6484 0.1268
Li -0.0796 1.2030 -0.6284 0.6805
Cd -2.3737 -0.8341 -1.2740 1.5369
```


Record 3
C36H70AsMgN4O2Si3 as an isolated structure. Source: the OMol25 dataset; level of theory: the ωB97M-V functional and the def2-TZVPD basis.

Calculated values
**Relative energy (zero: lowest compared OMol25 entry of this formula, charge and spin)**: 28.3 kcal/mol
**Charge**: +1
**Frontier orbital gap**: 6.71 eV

XYZ file:
```
117
Properties=species:S:1:pos:R:3:lowdin_charge:R:1
Mg 1.0631 -1.0266 0.3842 0.6232
C 1.0182 -3.1650 1.2943 -0.3005
C 2.3958 -2.7550 1.3492 -0.3117
C 2.5736 -2.0170 2.5398 -0.2634
C 1.3344 -1.9646 3.2157 -0.2668
C 0.3837 -2.6662 2.4613 -0.2645
C -0.9901 -3.0250 2.9326 -0.0331
C 1.0687 -1.3020 4.5320 -0.0501
C 3.8922 -1.5610 3.0910 -0.0547
C 3.5179 -3.3113 0.5182 -0.0459
C 0.4847 -4.2436 0.3812 -0.0365
H -1.7012 -3.1110 2.1136 0.0279
H -1.3843 -2.2888 3.6361 0.0695
H -0.9851 -3.9892 3.4530 0.0974
H 0.9172 -2.0246 5.3389 0.0880
H 0.1667 -0.6795 4.5037 0.0601
H 1.9086 -0.6720 4.8364 0.0590
H 4.6441 -1.4406 2.3071 0.0557
H 4.3037 -2.2930 3.7927 0.0918
H 3.8212 -0.6166 3.6416 0.0647
H 4.2702 -2.5573 0.2697 0.0657
H 3.1697 -3.7201 -0.4294 0.0608
H 4.0302 -4.1196 1.0494 0.0916
H -0.0479 -3.8819 -0.5033 0.0408
H -0.2077 -4.8924 0.9227 0.0783
H 1.2938 -4.8823 0.0237 0.0797
C -0.0451 2.9615 -5.5831 -0.0390
N 0.6342 2.8254 -4.3094 -0.1706
C 1.9322 3.4505 -4.1611 -0.0260
C 0.0340 2.2320 -3.2634 -0.3361
O 0.4876 2.1404 -2.1335 0.0009
H -0.2464 4.0105 -5.8106 0.0948
H -0.9927 2.4262 -5.5491 0.0842
H 0.5612 2.5408 -6.3865 0.0937
H 2.4786 3.3719 -5.1005 0.0957
H 2.4888 2.9254 -3.3897 0.0514
H 1.8434 4.5079 -3.8973 0.0991
H -0.9361 1.8012 -3.5313 0.0891
N 0.7388 0.5630 1.7013 0.2087
C 0.5237 1.4400 2.4242 -0.2035
N 0.3510 2.4712 3.2118 -0.0593
C -0.3704 3.6651 2.7353 -0.1041
C 0.2461 4.8819 3.3997 -0.1835
O 0.2409 4.7491 4.8054 -0.1097
C 1.0086 3.6372 5.2249 -0.1782
C 0.4354 2.3447 4.6784 -0.0913
H -1.4257 3.5797 3.0029 0.1295
H -0.2882 3.7226 1.6502 0.1352
H -0.3312 5.7724 3.1593 0.1362
H 1.2751 5.0220 3.0395 0.1241
H 0.9890 3.6264 6.3124 0.1369
H 2.0487 3.7537 4.8922 0.1292
H -0.5672 2.1782 5.0810 0.1427
H 1.0604 1.4915 4.9273 0.1132
C 4.3598 0.8056 1.0724 0.0016
N 4.1514 2.0057 0.2093 -0.1642
C 4.0927 3.2490 1.0149 0.0100
C 2.9083 1.8462 -0.6601 -0.1169
C 3.0515 0.6585 -1.5612 -0.3123
C 3.9467 0.7654 -2.6276 -0.0755
C 4.1298 -0.2971 -3.4979 -0.0798
C 3.3964 -1.4576 -3.2907 -0.0765
C 2.5246 -1.5454 -2.2118 -0.1359
C 2.3202 -0.5039 -1.2897 -0.1204
H 5.2538 0.9499 1.6738 0.1131
H 4.4535 -0.0674 0.4333 0.0983
H 3.4830 0.6851 1.7066 0.0839
H 4.9427 2.0609 -0.4325 0.1738
H 3.2358 3.1738 1.6826 0.0945
H 3.9693 4.1005 0.3508 0.1074
H 5.0052 3.3515 1.5967 0.1071
H 2.7888 2.7862 -1.1967 0.1143
H 2.0791 1.7333 0.0338 0.0916
H 4.4875 1.6949 -2.8053 0.1091
H 4.8198 -0.2173 -4.3279 0.1040
H 3.5090 -2.2965 -3.9677 0.1059
H 1.9877 -2.4842 -2.0879 0.0805
C -5.6513 -2.3677 -0.2809 -0.2015
Si -3.8851 -2.2953 0.3438 0.2736
C -4.0021 -1.6418 2.1016 -0.2287
C -3.2900 -4.0698 0.2279 -0.2178
As -2.2647 -0.9323 -0.7811 0.8240
Si -3.4476 1.1178 -0.5997 0.2583
C -2.9153 2.4825 -1.7596 -0.2132
C -3.0233 1.7182 1.1285 -0.2213
C -5.3092 0.9782 -0.7845 -0.2125
Si -2.4643 -1.8251 -2.9654 0.2455
C -1.7158 -0.6781 -4.2399 -0.2217
C -4.2221 -2.2036 -3.4924 -0.2109
C -1.4528 -3.3982 -2.9739 -0.2146
H -6.1502 -3.0559 0.4127 0.0463
H -5.7489 -2.7931 -1.2793 0.0128
H -6.1950 -1.4276 -0.2474 0.0058
H -4.2996 -2.4509 2.7750 0.0449
H -4.7765 -0.8715 2.1530 0.0272
H -3.0681 -1.2239 2.4729 0.0020
H -3.7463 -4.6532 1.0335 0.0467
H -2.2106 -4.1931 0.2897 -0.0118
H -3.6306 -4.5028 -0.7166 0.0301
H -1.8678 2.7515 -1.6360 0.0048
H -3.5274 3.3452 -1.4730 0.0398
H -3.1249 2.2774 -2.8113 0.0282
H -1.9361 1.7679 1.2184 -0.0060
H -3.4003 1.0629 1.9148 0.0146
H -3.4335 2.7207 1.2844 0.0409
H -5.6109 0.2913 -1.5759 0.0165
H -5.6988 1.9688 -1.0375 0.0362
H -5.7919 0.6643 0.1424 0.0252
H -2.3170 0.2192 -4.4058 0.0203
H -1.6893 -1.2320 -5.1845 0.0416
H -0.6916 -0.3920 -3.9958 0.0217
H -4.9220 -1.4016 -3.2524 0.0217
H -4.5903 -3.1275 -3.0432 0.0204
H -4.2322 -2.3421 -4.5780 0.0379
H -0.4093 -3.1935 -2.7228 0.0112
H -1.4722 -3.8230 -3.9823 0.0423
H -1.8276 -4.1537 -2.2823 0.0163
```


E_HOMO: -11.71, -9.91, -8.84 (eV)
LUMO energy: -3.18, -6.16, -2.13 (eV)